[1]
# C34H44Cl2N5O4Y

C34H44Cl2N5O4Y as an isolated structure (ωB97M-V/def2-TZVPD, the Open Molecules 2025 dataset).

XYZ file:
```
90
Properties=species:S:1:pos:R:3:forces:R:3:lowdin_charge:R:1
Y 0.227 -0.160 -0.501 0.1 -0.2 0.4 1.59
O 2.137 -1.194 -0.802 -0.1 0.3 0.0 -0.23
C 2.723 -1.437 -1.961 0.0 0.0 -0.1 -0.38
C 3.095 -2.726 -2.368 0.0 0.1 0.0 -0.04
C 3.572 -2.938 -3.649 0.0 0.0 0.0 -0.10
C 3.706 -1.890 -4.556 0.0 0.0 0.0 -0.11
C 3.399 -0.603 -4.148 0.0 0.0 0.0 -0.04
C 2.949 -0.369 -2.853 0.1 -0.1 -0.1 -0.16
C 2.748 0.982 -2.319 -0.1 0.2 -0.1 -0.14
N 2.042 1.872 -2.889 0.0 0.0 0.1 0.07
C 1.944 3.154 -2.212 0.0 0.0 0.0 -0.21
C 0.756 3.171 -1.249 -0.1 0.0 0.0 -0.20
N 0.961 2.196 -0.172 0.1 -0.1 0.0 -0.04
C 1.636 2.627 0.830 0.0 0.0 0.0 -0.10
C 2.121 1.908 1.986 0.0 -0.1 0.0 -0.14
C 3.014 2.598 2.824 0.0 0.0 0.0 -0.06
C 3.597 1.998 3.915 0.0 0.1 0.0 -0.11
C 3.284 0.662 4.187 0.0 -0.1 0.0 -0.09
C 2.398 -0.040 3.402 0.0 0.0 0.1 -0.02
C 1.772 0.559 2.285 -0.1 0.2 -0.1 -0.36
O 0.885 -0.084 1.602 0.0 -0.1 -0.1 -0.21
H 2.959 -3.546 -1.674 0.0 0.0 0.0 0.11
H 3.834 -3.945 -3.955 0.0 0.0 0.0 0.10
H 4.062 -2.078 -5.560 0.0 0.0 0.0 0.09
H 3.522 0.237 -4.820 0.0 0.0 0.0 0.11
H 3.245 1.188 -1.361 0.0 0.0 0.0 0.13
H 1.799 3.937 -2.960 0.0 0.0 0.0 0.11
H 2.856 3.392 -1.648 0.0 0.0 0.0 0.11
H -0.163 2.917 -1.780 0.0 0.0 0.0 0.09
H 0.635 4.178 -0.838 0.0 0.0 0.0 0.12
H 1.936 3.683 0.824 0.0 0.0 0.0 0.13
H 3.254 3.629 2.582 0.0 0.0 0.0 0.11
H 4.292 2.541 4.540 0.0 0.0 0.0 0.09
H 3.749 0.165 5.030 0.0 0.0 0.0 0.10
H 2.162 -1.076 3.611 0.0 0.0 0.0 0.11
N -3.450 0.277 4.261 -0.1 0.0 0.0 0.05
C -3.147 1.257 3.146 0.0 0.0 0.0 -0.08
C -1.845 0.835 2.487 0.1 0.0 0.0 -0.20
N -1.916 -0.529 2.006 0.1 0.0 -0.1 -0.07
C -2.181 -1.464 3.069 0.0 0.0 0.0 -0.19
C -3.492 -1.155 3.784 0.0 0.1 0.0 -0.09
H -4.334 0.519 4.706 0.0 0.0 0.0 0.17
H -2.720 0.363 4.972 0.0 0.0 0.0 0.18
H -3.112 2.248 3.599 0.0 0.0 0.0 0.13
H -3.965 1.189 2.428 0.0 0.0 0.0 0.13
H -1.003 0.925 3.184 0.0 0.0 0.0 0.13
H -1.647 1.498 1.648 0.0 0.0 0.0 0.11
H -2.617 -0.577 1.264 -0.1 0.1 0.0 0.08
H -1.351 -1.443 3.786 0.0 0.0 0.0 0.13
H -2.232 -2.480 2.676 0.0 0.0 0.0 0.12
H -3.675 -1.781 4.657 0.0 0.0 0.0 0.13
H -4.337 -1.222 3.098 0.0 0.0 0.0 0.14
Cl -4.413 2.818 -1.866 0.0 0.0 0.0 0.59
C -3.594 1.244 -2.086 0.0 0.1 0.1 -1.00
Cl -4.689 0.037 -2.752 0.0 0.0 0.0 0.63
C -3.044 0.822 -0.712 0.1 -0.2 0.1 -0.75
O -3.827 0.356 0.119 0.0 0.0 0.0 -0.03
O -1.801 1.026 -0.538 0.0 0.1 -0.1 -0.17
H -2.798 1.393 -2.802 0.0 0.0 0.0 0.02
C -1.472 -2.572 -6.662 0.0 0.0 0.0 -0.05
C -1.234 -1.616 -5.522 0.0 0.0 0.0 -0.27
C -1.074 -0.258 -5.766 0.0 0.0 0.0 -0.03
C -0.841 0.610 -4.704 0.1 -0.1 0.0 -0.28
C -0.632 2.080 -4.944 0.0 0.0 0.0 -0.05
C -0.782 0.103 -3.416 0.0 0.1 -0.1 -0.07
C -0.951 -1.271 -3.113 0.0 -0.1 0.0 -0.29
C -1.172 -2.110 -4.227 0.0 0.1 0.0 0.00
N -0.862 -1.672 -1.803 -0.1 0.1 0.0 -0.10
C -1.127 -3.057 -1.416 0.0 0.0 0.0 -0.61
C -0.886 -3.126 0.098 0.1 -0.2 -0.1 -0.07
C -0.187 -4.085 -2.100 0.0 0.0 0.0 -0.03
C -2.602 -3.425 -1.637 0.0 0.0 0.0 -0.04
H -1.537 -2.046 -7.614 0.0 0.0 0.0 0.07
H -2.400 -3.130 -6.520 0.0 0.0 0.0 0.08
H -0.662 -3.301 -6.734 0.0 0.0 0.0 0.08
H -1.134 0.126 -6.779 0.0 0.0 0.0 0.11
H -1.078 2.392 -5.889 0.0 0.0 0.0 0.07
H 0.436 2.306 -4.967 0.0 0.0 0.0 0.07
H -1.072 2.687 -4.148 0.0 0.0 0.0 0.07
H -0.679 0.860 -2.638 0.0 -0.2 0.0 0.05
H -1.294 -3.172 -4.085 0.0 0.0 0.0 0.09
H 0.127 -2.812 0.391 0.0 0.0 -0.1 0.08
H -0.985 -4.160 0.435 -0.1 0.0 0.1 0.09
H -1.619 -2.514 0.621 0.0 0.0 0.0 0.04
H 0.583 -3.579 -2.678 0.0 0.0 0.0 0.06
H -0.728 -4.756 -2.771 0.0 0.0 0.0 0.07
H 0.316 -4.711 -1.360 0.0 0.0 0.0 0.07
H -3.245 -2.732 -1.088 0.0 0.0 0.0 0.07
H -2.801 -4.443 -1.290 0.0 0.0 0.0 0.08
H -2.883 -3.365 -2.687 0.0 0.0 0.0 0.07
```
Forces are in eV/Å.

Values from the calculation:
Gap between HOMO and LUMO (eV): 5.2798
Multiplicity: 1
HOMO (eV): -6.2

---

[2]
# C48H69Cl4O5P4SiTi

C48H69Cl4O5P4SiTi as an isolated structure in a non-equilibrium geometry (ωB97M-V/def2-TZVPD, the Open Molecules 2025 dataset).

XYZ file:
```
132
Properties=species:S:1:pos:R:3:forces:R:3:lowdin_charge:R:1
Ti 0.390 0.945 -0.461 -0.1 0.4 0.2 0.69
C 2.774 -3.074 0.692 0.0 0.0 0.0 -0.12
C 2.166 -3.816 -0.503 0.1 0.0 0.1 -0.54
C 2.265 -5.324 -0.306 0.1 -0.1 0.0 -0.12
P 0.484 -3.089 -0.829 -0.1 0.4 0.1 1.12
C -0.232 -4.214 -2.109 -0.1 -0.1 0.0 -0.56
C 0.576 -4.064 -3.399 0.0 0.0 0.0 -0.11
C -1.702 -3.837 -2.340 0.1 0.0 0.0 -0.11
C -0.428 -3.577 0.694 0.0 0.0 0.2 -0.36
C -0.863 -4.890 0.908 0.1 0.1 -0.1 -0.11
C -1.520 -5.260 2.070 0.1 -0.1 0.2 -0.10
C -1.776 -4.301 3.038 0.4 -0.1 0.3 -0.12
C -1.384 -2.987 2.822 0.6 0.0 0.1 -0.16
C -0.695 -2.581 1.661 0.3 -0.2 0.2 -0.30
Si -0.187 -0.703 1.506 0.2 -0.3 0.6 0.71
C 1.232 -0.555 2.848 -0.2 -0.3 0.1 -0.27
C 1.357 -1.479 3.904 0.0 0.1 -0.1 -0.10
C 2.395 -1.439 4.822 -0.2 -0.1 0.0 -0.09
C 3.363 -0.455 4.720 0.1 0.2 -0.1 -0.09
C 3.270 0.467 3.693 0.0 0.0 0.0 -0.13
C 2.233 0.424 2.753 0.1 0.2 0.0 -0.35
P 2.196 1.693 1.410 -0.2 -0.7 0.1 1.09
C 3.950 1.805 0.785 0.1 0.0 0.0 -0.50
C 4.829 2.944 1.303 0.1 -0.1 0.0 -0.11
C 4.716 0.481 0.891 0.0 0.0 0.0 -0.13
C 1.713 3.211 2.341 -0.1 0.2 -0.1 -0.52
C 2.366 3.533 3.681 0.0 0.1 0.1 -0.10
C 1.687 4.439 1.421 0.0 0.0 0.1 -0.13
C -1.758 0.033 2.348 0.2 0.0 0.3 -0.31
C -1.732 0.594 3.632 -0.1 0.0 -0.1 -0.11
C -2.882 1.085 4.240 -0.1 -0.1 -0.2 -0.10
C -4.096 1.022 3.563 0.2 -0.1 -0.1 -0.09
C -4.139 0.460 2.289 0.1 0.1 0.1 -0.10
C -2.987 -0.029 1.668 -0.3 -0.1 -0.1 -0.35
P -2.937 -0.898 0.025 0.1 0.2 0.1 1.12
C -4.206 -2.266 0.118 -0.2 0.0 0.0 -0.52
C -5.709 -1.985 0.027 0.0 0.0 0.0 -0.11
C -3.886 -3.141 1.333 0.0 0.1 -0.4 -0.13
C -3.502 0.289 -1.299 0.0 0.0 0.0 -0.53
C -4.718 1.202 -1.125 0.0 0.0 -0.1 -0.11
C -3.588 -0.513 -2.604 0.1 0.0 -0.1 -0.13
H 3.837 -3.315 0.801 -0.1 0.0 0.0 0.08
H 2.264 -3.357 1.621 0.1 0.0 -0.1 0.08
H 2.679 -1.991 0.577 0.0 0.0 0.0 0.04
H 2.739 -3.541 -1.395 0.0 0.0 0.0 0.08
H 1.709 -5.641 0.581 0.0 0.0 0.0 0.07
H 3.313 -5.607 -0.157 -0.1 0.0 0.0 0.08
H 1.894 -5.889 -1.167 0.0 0.1 0.0 0.06
H -0.172 -5.254 -1.779 -0.1 -0.1 -0.1 0.08
H 0.566 -3.026 -3.745 0.0 -0.1 0.0 0.06
H 0.148 -4.687 -4.192 0.0 0.0 0.0 0.08
H 1.622 -4.359 -3.270 -0.1 0.0 0.0 0.07
H -1.787 -2.773 -2.593 0.1 -0.2 0.0 0.05
H -2.315 -4.012 -1.452 0.1 0.0 0.0 0.05
H -2.122 -4.418 -3.167 0.0 0.0 0.0 0.08
H -0.685 -5.648 0.153 0.0 0.0 0.0 0.09
H -1.836 -6.288 2.213 0.0 0.0 0.0 0.10
H -2.306 -4.569 3.947 0.0 0.0 0.0 0.11
H -1.642 -2.247 3.571 0.0 0.0 0.0 0.10
H 0.626 -2.268 4.009 0.0 0.0 0.0 0.08
H 2.447 -2.177 5.615 0.0 0.0 0.0 0.10
H 4.184 -0.409 5.426 0.0 0.0 0.0 0.10
H 4.026 1.238 3.615 0.0 0.0 0.0 0.09
H 3.768 1.968 -0.279 0.0 0.1 -0.1 0.09
H 4.425 3.931 1.089 0.0 0.0 0.0 0.05
H 5.008 2.872 2.380 0.0 0.0 -0.1 0.06
H 5.804 2.875 0.810 0.0 0.0 0.0 0.08
H 4.106 -0.375 0.615 0.0 0.1 0.0 0.03
H 5.101 0.318 1.898 0.0 0.0 0.0 0.07
H 5.569 0.516 0.207 0.0 0.0 0.0 0.07
H 0.672 2.950 2.550 0.0 0.0 0.0 0.07
H 3.430 3.763 3.581 -0.1 0.0 0.0 0.06
H 2.253 2.727 4.408 0.0 0.0 -0.1 0.06
H 1.878 4.422 4.094 0.0 0.0 0.0 0.08
H 2.685 4.861 1.290 0.0 0.0 0.0 0.06
H 1.069 5.222 1.869 0.1 0.0 0.0 0.07
H 1.286 4.218 0.430 0.0 0.0 0.1 -0.01
H -0.793 0.639 4.175 0.0 0.0 0.0 0.10
H -2.832 1.513 5.235 0.0 0.0 0.0 0.10
H -5.004 1.399 4.022 0.0 0.0 0.0 0.09
H -5.091 0.404 1.783 -0.1 0.0 -0.1 0.08
H -3.938 -2.855 -0.767 -0.1 0.0 0.0 0.07
H -6.069 -1.338 0.827 0.1 0.0 0.0 0.06
H -6.247 -2.935 0.117 0.0 0.0 0.0 0.07
H -5.994 -1.541 -0.926 0.0 0.1 0.0 0.05
H -4.059 -2.600 2.269 0.0 0.0 -0.1 0.09
H -2.840 -3.466 1.331 -1.0 0.3 -0.4 0.01
H -4.520 -4.033 1.333 0.0 0.0 0.0 0.09
H -2.627 0.934 -1.408 0.1 0.1 0.1 0.07
H -5.663 0.661 -1.203 0.0 0.0 0.0 0.06
H -4.705 1.955 -1.923 0.0 -0.1 0.1 0.08
H -4.713 1.740 -0.178 0.1 0.0 0.1 0.05
H -4.401 -1.243 -2.577 0.0 0.0 0.0 0.07
H -2.650 -1.048 -2.803 -0.3 0.3 0.1 0.03
H -3.770 0.158 -3.451 0.0 0.0 0.1 0.07
Cl 1.538 -1.127 -6.686 0.0 0.0 0.0 0.64
C 1.721 -0.852 -4.987 -0.1 0.0 0.0 -0.72
C 2.910 -1.149 -4.349 0.0 0.0 0.2 -0.71
Cl 4.229 -1.837 -5.234 0.0 0.0 0.0 0.64
C 3.046 -0.891 -2.973 0.2 -0.1 -0.1 -0.59
Cl 4.547 -1.185 -2.159 -0.1 0.0 0.0 0.72
C 1.990 -0.368 -2.249 0.2 0.1 0.8 -0.40
O 2.037 0.019 -0.972 0.7 -0.6 -1.2 -0.29
C 0.746 -0.190 -2.881 -0.4 0.2 0.4 -0.40
O -0.248 0.213 -2.072 0.3 -0.1 -0.5 -0.22
C 0.641 -0.355 -4.236 -0.4 -0.1 -0.5 -0.61
Cl -0.867 0.055 -4.984 0.1 -0.1 0.0 0.72
C 2.451 4.828 -4.086 0.0 0.0 -0.1 -0.11
C 2.835 3.461 -3.552 0.0 0.0 0.0 -0.34
O 1.717 2.669 -3.180 0.0 -0.1 -0.1 -0.42
P 0.813 3.117 -1.831 0.7 0.1 0.0 0.92
O -0.714 2.962 -2.485 0.0 -0.2 0.1 -0.44
C -1.104 3.836 -3.529 0.0 0.2 0.1 -0.33
C -1.399 5.237 -3.019 0.0 0.1 -0.1 -0.10
O -0.702 2.114 0.358 -1.4 0.6 0.2 -0.45
C -1.725 3.071 0.562 0.6 -0.2 0.0 -0.29
C -1.668 3.743 1.919 0.0 0.0 0.2 -0.06
H 3.346 5.397 -4.356 -0.1 0.0 0.0 0.07
H 1.893 5.385 -3.333 0.0 0.0 0.0 0.04
H 1.823 4.723 -4.976 0.1 0.0 0.0 0.07
H 3.531 3.564 -2.709 0.0 0.0 0.0 0.10
H 3.354 2.893 -4.326 0.1 -0.1 0.0 0.11
H -1.994 3.390 -3.976 0.0 0.0 0.0 0.11
H -0.326 3.857 -4.297 0.0 0.0 0.0 0.09
H -2.218 5.218 -2.294 0.0 0.0 -0.1 0.07
H -1.681 5.894 -3.849 0.0 0.0 0.1 0.07
H -0.516 5.657 -2.527 -0.1 0.0 0.0 0.05
H -2.682 2.583 0.469 -0.4 -0.4 -0.1 0.08
H -1.667 3.816 -0.230 0.0 0.1 -0.2 0.10
H -1.498 3.004 2.708 -0.1 0.1 -0.1 0.06
H -2.630 4.226 2.117 0.1 0.0 0.0 0.08
H -0.886 4.501 1.962 -0.1 0.0 0.0 0.05
```
Forces are in eV/Å.

Values from the calculation:
Gap between HOMO and LUMO (eV): 5.9380
Multiplicity: 1
Total charge: -1
HOMO (eV): -3.5

---

[3]
# C38H55N12O5

An isolated ion of composition C38H55N12O5 and charge +1 in a non-equilibrium geometry (ωB97M-V/def2-TZVPD, the Open Molecules 2025 dataset).

XYZ file:
```
110
Properties=species:S:1:pos:R:3:forces:R:3:lowdin_charge:R:1
C 3.481 -0.451 -3.388 0.4 0.4 0.2 0.14
C 3.846 0.568 -2.875 -0.3 -0.2 -0.2 -0.10
C 4.170 1.843 -2.254 0.2 0.3 0.2 -0.20
H 4.615 1.678 -1.267 0.0 0.1 -0.2 0.13
H 4.890 2.386 -2.881 -0.1 0.0 0.2 0.14
O 3.013 2.641 -2.029 0.2 0.1 0.1 -0.19
C 2.476 3.220 -3.204 -0.4 0.3 -0.2 -0.16
C 1.264 4.059 -2.796 0.5 -0.1 -0.1 -0.16
H 1.562 4.719 -1.978 0.0 0.0 -0.1 0.13
H 0.936 4.666 -3.647 0.0 0.0 0.0 0.14
O 0.203 3.280 -2.291 -0.1 -0.1 0.1 -0.16
C -0.700 2.773 -3.254 -0.4 -0.2 0.1 -0.16
C -1.874 2.144 -2.499 0.3 0.5 -0.2 -0.15
O -1.523 0.943 -1.838 0.2 0.0 0.0 -0.18
C -1.981 -0.273 -2.412 0.1 -0.5 -0.1 -0.16
H -2.115 -0.961 -1.574 0.0 0.1 -0.2 0.09
H -2.949 -0.126 -2.901 0.0 0.0 0.0 0.13
C -0.985 -0.900 -3.404 -0.4 0.2 0.2 -0.14
N 0.332 -1.000 -2.821 0.2 0.2 -0.1 0.08
C 0.584 -1.824 -1.773 0.5 -0.2 0.3 -0.39
N -0.124 -2.932 -1.654 -0.4 0.0 -0.3 0.21
C 0.172 -3.673 -0.578 0.6 0.4 -0.1 -0.34
N -0.513 -4.821 -0.391 0.0 -0.2 0.0 -0.06
C -0.546 -5.434 0.915 0.2 -0.2 0.2 -0.09
H 0.242 -4.975 1.511 -0.1 -0.2 0.0 0.11
H -0.351 -6.506 0.820 0.0 0.0 0.1 0.13
C -1.947 -5.194 1.545 0.2 -0.1 0.2 -0.09
N -2.619 -4.157 0.791 -0.3 -0.1 0.0 -0.03
C -2.507 -2.824 0.960 0.0 -0.2 0.3 -0.38
O -2.857 -2.041 0.089 0.0 0.2 0.0 0.03
C -2.033 -2.278 2.312 -0.3 -0.2 0.1 -0.14
N -0.942 -1.368 2.097 0.2 0.5 -0.6 -0.06
C -0.876 -0.300 1.277 0.7 0.3 0.0 0.02
C 0.372 0.236 1.529 -0.7 -0.2 -0.2 -0.23
N 0.968 -0.528 2.468 0.5 0.5 0.0 0.09
N 0.178 -1.475 2.801 0.0 -1.0 1.0 0.07
C 1.031 1.409 0.891 -0.2 0.0 0.3 -0.22
N 1.091 1.147 -0.572 0.2 0.1 -0.1 0.20
H 1.438 0.126 -0.742 -0.1 0.6 0.1 0.08
H 0.137 1.220 -0.971 0.3 -0.1 0.0 0.11
C 0.308 2.735 1.177 0.2 0.1 0.3 -0.10
H -0.625 2.535 1.704 0.0 -0.1 -0.1 0.11
C 1.161 3.703 2.008 -0.2 0.1 -0.2 -0.41
C 0.286 4.819 2.572 0.2 -0.2 0.0 -0.07
H -0.235 5.337 1.770 -0.1 0.1 -0.1 0.08
H 0.892 5.540 3.113 0.0 0.1 0.1 0.08
H -0.453 4.414 3.259 -0.1 0.0 0.1 0.07
C 2.286 4.300 1.165 -0.1 -0.2 0.3 -0.06
H 2.896 3.531 0.698 0.1 -0.1 -0.1 0.06
H 2.933 4.916 1.784 0.1 0.1 0.0 0.08
H 1.868 4.929 0.383 -0.1 0.1 -0.1 0.07
H 1.597 3.150 2.847 0.0 0.0 0.0 0.14
H 0.050 3.215 0.231 -0.1 0.1 -0.1 0.12
H 2.057 1.453 1.267 0.0 0.0 -0.1 0.14
H -1.643 -0.025 0.589 -0.3 0.1 -0.1 0.12
H -1.636 -3.055 2.965 0.0 0.1 -0.1 0.14
C -3.213 -1.560 3.037 0.1 0.0 -0.2 -0.02
C -3.473 -0.193 2.505 -0.1 0.1 0.4 -0.27
C -3.026 1.007 2.988 -0.2 -0.3 0.1 0.02
C -3.454 2.015 2.081 -0.2 -0.1 -0.3 -0.17
C -3.303 3.401 2.023 -0.1 0.0 -0.1 -0.04
C -3.824 4.075 0.942 0.1 0.2 0.1 -0.09
C -4.504 3.402 -0.078 -0.1 -0.1 -0.1 -0.11
C -4.688 2.036 -0.038 0.0 0.0 -0.1 -0.02
C -4.159 1.349 1.047 0.2 0.5 0.2 -0.21
N -4.176 0.020 1.347 -0.2 -0.1 0.0 0.14
H -4.524 -0.708 0.746 0.1 0.1 0.0 0.15
H -5.225 1.516 -0.817 -0.1 0.0 -0.1 0.11
H -4.902 3.969 -0.907 -0.1 0.0 -0.1 0.10
H -3.716 5.147 0.878 0.0 0.1 0.0 0.10
H -2.794 3.930 2.813 0.1 0.1 0.1 0.10
H -2.464 1.157 3.889 0.1 -0.1 0.2 0.12
H -2.954 -1.475 4.093 0.0 0.0 -0.1 0.13
H -4.102 -2.189 2.945 0.0 0.0 0.1 0.13
C -2.945 -4.627 -0.548 -0.3 0.1 -0.3 -0.08
H -3.693 -5.418 -0.468 0.0 0.0 0.0 0.13
C -1.647 -5.146 -1.220 -0.1 0.0 -0.2 -0.10
H -1.499 -4.682 -2.193 -0.1 -0.2 0.1 0.11
H -1.678 -6.233 -1.334 0.0 0.1 0.0 0.13
H -3.363 -3.789 -1.103 0.0 -0.2 0.1 0.12
H -2.562 -6.094 1.463 0.0 0.1 0.1 0.13
H -1.865 -4.945 2.600 0.0 -0.1 -0.1 0.12
N 1.134 -3.392 0.295 0.0 -0.2 0.2 0.19
C 1.854 -2.298 0.052 -0.4 0.0 -0.2 -0.34
N 1.571 -1.433 -0.950 0.1 -0.4 -0.2 0.14
N 2.887 -2.039 0.850 0.1 -0.1 -0.1 -0.04
C 3.177 -2.830 2.026 0.3 -0.3 0.3 -0.12
H 3.025 -2.198 2.907 0.0 -0.1 0.0 0.12
H 2.488 -3.671 2.056 0.1 0.1 0.1 0.11
C 4.629 -3.312 1.966 -0.4 -0.1 0.1 -0.17
H 4.908 -3.801 2.899 -0.1 0.0 -0.1 0.13
O 5.517 -2.230 1.806 0.1 0.1 0.1 -0.12
C 5.243 -1.520 0.627 -0.2 0.3 -0.2 -0.18
H 5.974 -0.712 0.577 -0.1 0.0 -0.1 0.13
H 5.365 -2.174 -0.251 0.0 0.1 0.0 0.13
C 3.814 -0.954 0.636 0.5 0.0 0.0 -0.12
H 3.716 -0.240 1.462 0.0 0.1 -0.1 0.13
H 3.600 -0.480 -0.321 0.0 0.0 0.0 0.09
H 4.748 -4.021 1.132 0.0 0.0 0.1 0.13
H 1.703 1.835 -1.052 -0.3 -0.3 0.1 0.11
H 0.900 -0.166 -2.842 0.0 -0.1 0.0 0.10
H -0.908 -0.311 -4.320 0.0 -0.1 0.0 0.12
H -1.332 -1.904 -3.650 0.0 0.1 -0.1 0.12
H -2.703 1.976 -3.191 0.0 0.0 0.0 0.13
H -2.197 2.844 -1.721 0.0 0.0 -0.2 0.13
H -1.076 3.588 -3.886 0.0 0.0 0.0 0.14
H -0.209 2.031 -3.901 -0.1 0.0 0.0 0.12
H 2.192 2.433 -3.918 0.0 0.1 0.0 0.13
H 3.221 3.868 -3.681 0.0 0.0 0.0 0.14
H 3.217 -1.362 -3.837 -0.2 -0.5 -0.3 0.04
```
Forces are in eV/Å.

Values from the calculation:
Gap between HOMO and LUMO (eV): 8.5243
Multiplicity: 1
Total charge: +1
HOMO (eV): -10.0

---

These records have total energy values of -2855.59850; -6592.00326; -2514.09671 Eh, in the order they appear.
These records have molecular weight values of 746.57; 1067.74; 759.94 u, in the order they appear.